[1]
ORCA calculation (the ωB97M-V functional and the def2-TZVPD basis) on C6H7I2NO2 as an isolated structure.

Its energy above the lowest of the compared OMol25 structures with the same formula, charge and spin is 0.00 kJ/mol. Its highest occupied orbital energy (spin up / spin down) is -7.95 / -8.08 eV.

XYZ file:
```
18
Properties=species:S:1:pos:R:3:forces:R:3:nbo_charge:R:1
C 1.00061 -1.38054 -2.27124 0.01 -2.10 -0.56 0.91
C 0.89703 0.59166 0.37894 -2.25 0.01 -1.19 -0.41
C -0.00317 -0.55284 1.00808 1.59 0.47 0.08 -0.49
C 0.51392 0.53709 -1.12851 -0.22 0.55 1.41 -0.21
C -0.30996 -1.47402 -0.14406 2.64 -0.66 -1.66 0.08
C 1.23518 -3.35493 -0.76359 -1.53 3.28 0.10 -0.20
N 0.18994 -0.83554 -1.35257 -1.27 -1.33 1.74 -0.48
O 1.35763 -0.87652 -3.29375 0.31 -0.47 0.38 -0.56
O 1.40575 -2.72024 -1.95969 0.46 -0.26 -0.38 -0.60
I 0.13754 -5.09095 -0.83934 -0.08 -0.34 -0.01 0.24
I 2.81729 -3.13463 0.59375 0.07 -0.20 -0.09 0.19
H 0.80155 1.61854 0.72126 -0.81 -0.08 0.52 0.22
H 1.91136 0.49206 0.38751 2.88 -1.27 0.58 0.21
H 0.42299 -1.02304 1.95282 -0.51 0.39 -1.32 0.25
H -0.92210 -0.07043 1.23396 -1.02 0.36 0.78 0.22
H -0.37401 1.12639 -1.26537 -0.23 0.61 -0.55 0.19
H 1.31328 0.70707 -1.83071 0.07 1.17 0.04 0.24
H -1.22774 -2.02652 -0.25183 -0.13 -0.13 0.14 0.21
```
Positions in Å, forces in eV/Å.



[2]
ORCA calculation (the ωB97M-V functional and the def2-TZVPD basis) on a 4-piece molecular cluster, C13H27FN4O5 overall.

As for the SMILES: C=CCNC(=O)OF.CN(C)C=O.CN(C)C=O.CN(C)C=O. Its highest occupied orbital energy is -8.14 eV.

XYZ file:
```
50
Properties=species:S:1:pos:R:3:forces:R:3:nbo_charge:R:1
C 0.63357 -1.94048 2.48060 0.33 -0.28 0.40 -0.43
C 1.13968 -3.10346 2.93767 -0.02 0.02 0.13 -0.17
C 2.54732 -3.52177 2.56145 0.21 1.18 1.29 -0.28
N 2.81576 -3.35350 1.13160 -0.05 -0.42 0.27 -0.66
C 2.18690 -4.28025 0.32777 -0.11 0.48 -0.14 0.86
O 1.28147 -5.00573 0.58676 0.39 -0.65 0.25 -0.53
O 2.78768 -4.45082 -0.93202 -0.56 0.27 -0.28 -0.13
F 3.09536 -3.14874 -1.41104 0.31 -0.05 0.11 -0.15
H 1.22557 -1.03458 2.60874 0.52 -0.10 -1.50 0.18
H -0.26480 -1.93498 1.87475 -0.93 0.57 1.27 0.25
H 0.54561 -3.76965 3.55700 -0.47 -0.81 -1.28 0.20
H 3.27714 -2.88942 3.08102 0.14 -0.04 -0.11 0.21
H 2.75981 -4.54264 2.86115 -0.10 -0.11 -0.13 0.22
H 2.66839 -2.39782 0.83419 0.27 -0.02 -0.25 0.42
C -0.46660 -0.42374 -0.84664 0.10 -0.01 -0.01 0.51
O -0.35867 -1.53863 -0.34902 0.01 -0.03 -0.02 -0.68
N -1.63009 0.20429 -1.05671 -0.01 0.01 -0.02 -0.41
C -1.68298 1.52857 -1.65534 -0.02 -0.04 -0.06 -0.43
C -2.86294 -0.45671 -0.67014 0.07 -0.03 -0.02 -0.41
H 0.40410 0.16877 -1.16291 -0.01 0.01 0.02 0.14
H -2.14858 2.22114 -0.95889 0.05 0.05 -0.15 0.24
H -2.26856 1.49593 -2.57867 0.01 0.02 -0.01 0.18
H -0.67028 1.85906 -1.88714 -0.14 -0.04 0.09 0.23
H -2.86202 -0.67221 0.39933 -0.03 0.00 0.00 0.20
H -2.96966 -1.40391 -1.20106 -0.02 -0.01 0.01 0.21
H -3.69936 0.19618 -0.90479 0.01 0.02 0.02 0.21
C -3.74594 2.30209 1.84319 0.03 -0.03 -0.02 0.54
O -3.28714 2.56181 0.74511 -0.18 0.05 0.16 -0.65
N -3.06904 2.44695 2.99510 -0.01 0.01 0.06 -0.42
C -3.65089 2.12278 4.28025 0.10 0.03 -0.03 -0.40
C -1.70346 2.94270 2.93299 -0.03 -0.03 -0.06 -0.42
H -4.76856 1.91435 1.98136 0.00 0.01 0.01 0.11
H -3.67337 3.00338 4.92523 -0.03 -0.01 0.02 0.20
H -3.07297 1.34122 4.77712 -0.03 -0.01 0.02 0.20
H -4.66985 1.76691 4.14053 0.00 0.00 -0.01 0.21
H -1.67853 3.93138 2.47457 0.02 0.00 0.01 0.22
H -1.08491 2.27733 2.32995 0.02 0.01 0.01 0.22
H -1.29960 2.99899 3.94086 -0.01 -0.01 0.01 0.20
C 1.77390 2.12060 -3.17970 0.07 0.00 0.00 0.53
O 1.54356 2.08335 -1.98319 0.11 0.03 -0.06 -0.64
N 2.43969 1.16729 -3.85387 0.00 -0.02 -0.04 -0.42
C 2.68532 1.26091 -5.27772 0.02 -0.07 0.07 -0.40
C 2.92829 0.00625 -3.12385 -0.05 0.07 0.05 -0.42
H 1.44442 2.95670 -3.81838 0.01 0.00 0.00 0.11
H 2.23039 0.41844 -5.80191 0.00 0.02 -0.03 0.20
H 3.75748 1.26095 -5.48330 0.00 0.02 -0.03 0.20
H 2.25648 2.18407 -5.66285 0.00 0.00 0.00 0.21
H 2.10259 -0.53027 -2.65651 0.02 -0.04 -0.01 0.22
H 3.61770 0.31529 -2.33786 0.01 -0.02 0.00 0.21
H 3.44059 -0.65836 -3.81475 0.00 0.00 -0.01 0.21
```
Positions in Å, forces in eV/Å.



[3]
ORCA calculation (the ωB97M-V functional and the def2-TZVPD basis) on one molecule with the formula C3H4N2O.

Its energy above the lowest of the compared OMol25 structures with the same formula, charge and spin is 257.05 kJ/mol. As for the SMILES: Nc1ncco1. Its highest occupied orbital energy is -8.43 eV.

XYZ file:
```
10
Properties=species:S:1:pos:R:3:forces:R:3:nbo_charge:R:1
C 0.52978 -0.16198 -0.10805 5.77 -8.49 0.26 0.71
C -1.53031 -0.58116 0.06378 3.26 1.46 -1.27 -0.07
C -1.36919 0.73191 -0.02972 0.57 2.55 0.58 -0.06
H 2.30808 0.92535 0.09497 -0.06 -3.57 -0.18 0.42
H 2.50687 -0.96208 0.04392 1.29 -1.07 0.02 0.41
H -2.29986 -1.17505 -0.09327 -4.17 -2.10 0.16 0.21
H -1.89556 1.62587 0.27958 0.02 -0.23 -0.51 0.21
N 2.01152 -0.12849 0.03940 -4.87 3.85 -0.49 -0.87
N -0.35138 -1.22556 -0.12082 3.82 1.66 0.79 -0.55
O 0.09005 0.95119 -0.16980 -5.63 5.95 0.63 -0.42
```
Positions in Å, forces in eV/Å.